[1]
Computed, not measured: a structure of composition C7H4ClMgO2Se3Te, with ωB97M-V/def2-TZVPD.

Its charge is -1. The orbital gap is 6.09 eV. For the lowest unoccupied orbital energy, the calculation gives 2.3 eV.

Positions of all 19 atoms, in Å:
Te1 4.1202 -1.9614 3.1152
Se1 4.0202 -2.5463 -0.6557
Se2 1.7514 -1.2101 2.7639
Se3 5.1304 -1.2505 0.9227
Cl1 -3.9541 2.5622 -0.4206
Mg1 1.9696 -1.3495 0.1871
O1 0.2575 -1.4956 -0.5581
O2 2.0447 0.5996 -0.3497
C1 -2.6774 1.3747 -0.4424
C2 1.0182 1.2803 -0.3930
C3 -1.3721 1.7655 -0.4143
C4 -2.0252 -0.9355 -0.5183
C5 -3.0110 0.0092 -0.4889
C6 -0.3341 0.8124 -0.4393
C7 -0.6404 -0.5861 -0.5017
H1 -1.1162 2.8181 -0.3698
H2 1.1299 2.3788 -0.3996
H3 -4.0557 -0.2732 -0.4903
H4 -2.2560 -1.9926 -0.5473

Force components x, y, z for each atom (eV/Å):
0.02 -0.05 -0.01
-0.15 -0.33 -0.29
-0.05 0.00 -0.05
0.21 0.27 0.25
-0.09 0.07 0.01
1.01 -0.13 0.51
-0.95 -0.07 -0.25
-0.22 0.33 -0.01
0.02 -0.01 -0.01
0.21 0.20 -0.06
0.13 0.03 -0.02
0.07 -0.10 -0.04
0.12 0.10 0.04
-0.27 -0.35 0.10
-0.04 0.11 -0.12
-0.02 0.00 0.00
0.03 -0.03 -0.04
0.01 -0.04 -0.02
-0.04 0.02 -0.01

=====

[2]
Computed, not measured: a cluster of 4 separate species, C30H30F3N4O11P in total, with ωB97M-V/def2-TZVPD.

Its charge is 0. As for the SMILES: NP(O)C1=CC(=O)C(C[C@H](O)C(F)(F)F)=C(CCCO)C1=O.O=[N+]([O-])c1ccccc1.O=[N+]([O-])c1ccccc1.O=[N+]([O-])c1ccccc1. The orbital gap is 7.43 eV. For the lowest unoccupied orbital energy, the calculation gives -0.9 eV.

Positions of all 79 atoms, in Å:
P1 3.3674 1.7266 -1.1718
F1 -4.1460 4.8034 1.5601
F2 -5.7653 4.0006 0.4297
F3 -4.6402 5.6772 -0.3339
O1 1.4295 3.4087 -3.2730
O2 -3.4555 0.5054 -2.7870
O3 -1.0243 -6.2926 0.0567
O4 4.1131 3.2219 -1.3826
O5 -4.0919 3.0706 -1.5009
O6 3.3318 3.6601 4.5953
O7 -1.5948 1.4209 0.0638
O8 0.2071 6.6691 0.8766
O9 -4.0113 0.0733 -0.7481
O10 4.0215 2.6662 2.8114
O11 -0.4696 -5.8576 -1.9809
N1 3.6045 1.2977 0.4902
N2 -0.6281 -6.6233 -1.0464
N3 -3.6188 -0.2632 -1.8464
N4 3.6975 2.6740 3.9911
C1 1.4628 6.0869 -1.1999
C2 0.6181 1.5291 -0.5953
C3 4.1810 0.2599 4.0618
C4 -3.2757 -3.9276 -1.2541
C5 -1.0053 3.5363 -0.8670
C6 -0.3274 -8.0445 -1.2678
C7 3.7502 1.4006 4.7196
C8 -2.8559 -2.0932 -3.3023
C9 -3.5345 3.5453 -0.2975
C10 0.1100 5.5844 -1.7988
C11 -0.5323 -8.9485 -0.2393
C12 -0.2693 -10.2913 -0.4587
C13 0.1974 -10.7154 -1.6960
C14 3.8084 -0.9961 6.0762
C15 -2.8116 -4.3544 -2.4916
C16 1.5653 2.1415 -1.2789
C17 -4.5676 4.5212 0.3032
C18 -0.7745 2.1175 -0.4411
C19 -2.5982 -3.4381 -3.5123
C20 4.2093 -0.9436 4.7478
C21 0.4078 -9.7967 -2.7158
C22 -0.0357 4.1063 -1.5658
C23 -3.3251 -1.6818 -2.0661
C24 3.3566 1.3640 6.0470
C25 3.3853 0.1566 6.7254
C26 1.2985 7.0134 0.0275
C27 -3.5330 -2.5842 -1.0359
C28 1.0588 3.2520 -2.1748
C29 -2.2463 4.3591 -0.5195
C30 0.1443 -8.4528 -2.5040
H1 0.1216 5.8257 -2.8692
H2 0.3067 -7.7414 -3.3014
H3 -0.6816 6.1887 -1.3511
H4 -0.4310 -11.0089 0.3346
H5 0.3970 -11.7659 -1.8663
H6 -2.2335 -3.7734 -4.4742
H7 -2.6912 -1.3833 -4.1006
H8 2.2291 6.9281 0.6158
H9 0.7742 -10.1293 -3.6778
H10 3.8245 -1.9394 6.6076
H11 3.0266 2.2586 6.5558
H12 -3.4480 2.7373 0.4364
H13 -2.4406 4.9961 -1.3892
H14 4.4906 0.2944 3.0262
H15 1.2158 8.0647 -0.2649
H16 0.8382 0.5607 -0.1464
H17 0.2321 5.7039 0.9452
H18 3.0747 0.1128 7.7607
H19 2.0429 6.6316 -1.9540
H20 -2.0225 5.0485 0.3063
H21 2.7752 1.5740 1.0214
H22 4.3665 1.8260 0.9065
H23 3.9154 3.7589 -0.5955
H24 -3.4387 -4.6437 -0.4600
H25 -2.6179 -5.4020 -2.6621
H26 2.0992 5.2460 -0.8850
H27 -3.8936 -2.2557 -0.0714
H28 4.5407 -1.8426 4.2454
H29 -3.6655 2.2075 -1.6480
H30 -0.8953 -8.6227 0.7251

Force components x, y, z for each atom (eV/Å):
1.23 -0.64 -1.78
0.08 0.28 0.45
-0.94 -0.27 -0.29
-0.34 0.60 -0.60
1.10 0.54 -2.91
0.08 -0.11 0.38
0.05 -0.05 -0.22
-0.98 -0.55 1.08
0.85 -0.29 0.21
0.06 -0.17 -0.17
-1.68 -0.90 1.01
0.09 -0.22 -0.43
0.04 -0.01 -0.25
-0.04 0.20 0.50
0.23 -0.28 0.26
-1.27 0.82 -0.44
0.04 0.21 0.05
-0.05 -0.03 -0.01
0.03 0.19 0.01
-0.06 0.19 0.26
-0.48 -0.18 0.20
0.09 -0.07 -0.25
0.00 0.02 -0.16
-0.58 -0.13 0.43
0.05 -0.34 -0.06
0.02 -0.35 0.14
0.09 0.08 -0.26
-0.91 0.92 0.19
0.51 0.58 -0.54
-0.09 -0.04 0.25
0.05 0.01 -0.14
0.01 -0.02 0.00
0.00 -0.01 0.00
-0.22 0.11 -0.03
0.82 1.09 0.20
1.52 -0.88 0.70
1.47 0.11 -1.21
-0.06 -0.06 0.14
-0.05 0.04 0.14
-0.04 -0.06 0.13
0.82 0.70 -0.49
0.06 -0.31 -0.09
-0.11 0.16 0.21
0.05 -0.10 -0.10
0.72 -0.30 0.16
-0.08 -0.04 0.26
-0.72 -0.35 3.55
0.26 -0.64 -0.14
0.06 0.07 -0.26
-0.07 -0.29 0.13
-0.06 0.10 0.12
-0.04 -0.38 -0.05
0.00 0.04 0.00
0.00 0.03 0.01
0.00 0.04 0.01
-0.06 0.10 0.12
-0.15 0.21 -0.19
-0.01 0.04 0.01
0.01 0.03 -0.01
0.02 0.06 -0.15
0.18 0.21 -0.13
-0.09 -0.13 0.19
-0.07 0.12 0.02
-0.40 -0.21 0.07
-0.44 0.27 0.47
-0.12 0.21 0.23
0.00 0.04 -0.03
-0.09 -0.17 0.11
-0.18 -0.33 0.06
0.22 -0.11 0.17
0.13 -0.25 -0.16
0.20 0.24 -0.32
0.03 0.04 0.01
-0.07 0.03 -0.04
-0.23 0.05 -0.18
0.00 0.15 -0.09
0.00 0.04 -0.02
-0.51 0.17 -0.36
0.00 0.15 -0.09

=====

[3]
Computed, not measured: a cluster of 2 separate species, C4H8O2 in total, with ωB97M-V/def2-TZVPD.

Its charge is 0. For the energy above the lowest of the compared OMol25 structures with the same formula, charge and spin, the calculation gives 4.887 eV. The orbital gap is 9.25 eV. For the lowest unoccupied orbital energy, the calculation gives 0.9 eV.

Positions of all 14 atoms, in Å:
O1 0.5389 -1.0854 0.6587
O2 -0.2381 1.2586 -0.6001
C1 -1.1992 0.3785 -0.0386
C2 -0.7485 -0.9069 0.6060
C3 1.5177 -0.0970 0.2034
C4 0.8946 1.2738 0.2342
H1 -1.8358 0.9071 0.7010
H2 1.5905 2.0392 -0.1173
H3 -1.8148 -2.5736 -1.5724
H4 2.3564 -0.2181 0.8904
H5 -1.6745 -2.4000 -0.8605
H6 -1.8574 0.0571 -0.8533
H7 0.6016 1.5229 1.2648
H8 1.8340 -0.3612 -0.8108

Force components x, y, z for each atom (eV/Å):
-0.27 -0.11 -0.07
-0.02 0.08 -0.02
-0.14 -0.16 -0.02
0.21 0.34 0.09
0.10 0.12 -0.03
0.23 0.01 0.18
0.21 -0.23 -0.15
-0.09 -0.11 -0.04
0.00 -0.04 -0.07
-0.05 0.12 -0.07
-0.05 -0.10 -0.06
-0.02 0.09 0.11
0.05 0.03 -0.02
-0.14 -0.04 0.17

=====

[4]
Computed, not measured: the molecule C3H10N4O, with ωB97M-V/def2-TZVPD.

Its charge is 0. As for the SMILES: [H]/N=C/[C@@H](N)[C@H](O)NN. For the energy above the lowest of the compared OMol25 structures with the same formula, charge and spin, the calculation gives 2.723 eV. The orbital gap is 9.02 eV. For the lowest unoccupied orbital energy, the calculation gives 0.7 eV.

Positions of all 18 atoms, in Å:
O1 1.6173 0.0624 -0.2244
N1 -1.0786 0.0129 -1.0844
N2 0.1345 2.4135 -0.0706
N3 0.6541 -1.8708 0.5593
N4 0.5080 -2.4480 -0.7248
C1 -0.5779 1.6860 0.6853
C2 0.6644 -0.4367 0.6437
C3 -0.7753 0.2581 0.3137
H1 -0.9715 1.9961 1.6616
H2 -1.9791 0.4209 -1.3276
H3 -0.3701 0.4589 -1.6635
H4 -0.2487 -1.9917 -1.2403
H5 1.4271 1.0194 -0.3672
H6 0.3085 3.3594 0.2586
H7 0.8970 -0.1865 1.6955
H8 -1.5345 -0.2207 0.9383
H9 -0.0520 -2.2600 1.1708
H10 1.3771 -2.2731 -1.2239

Force components x, y, z for each atom (eV/Å):
0.25 0.46 -0.34
-0.29 0.17 -0.23
-0.07 0.17 -0.15
0.17 -0.08 0.14
-0.07 -0.06 -0.44
0.01 0.42 0.29
-1.49 0.43 0.34
1.09 -0.82 0.00
0.05 0.22 -0.12
0.23 -0.02 0.00
-0.18 -0.07 0.07
0.32 -0.03 0.15
0.15 -0.56 0.07
-0.17 -0.09 0.23
-0.05 -0.08 -0.16
0.12 0.08 0.02
0.15 -0.01 0.02
-0.22 -0.12 0.13

=====

[5]
Computed, not measured: a structure of composition C30H45BrO2P2Zr, with ωB97M-V/def2-TZVPD.

Its charge is +2. For the energy above the lowest of the compared OMol25 structures with the same formula, charge and spin, the calculation gives 6.326 eV. The orbital gap (spin up / spin down) is 4.43 / 4.43 eV. For the lowest unoccupied orbital energy (spin up / spin down), the calculation gives -7.0 / -7.0 eV.

Positions of all 81 atoms, in Å:
Zr1 0.1776 2.3677 0.2875
Br1 3.6960 -0.8763 2.7999
P1 -2.4235 -3.8034 -0.1069
P2 -4.0433 -1.3269 0.2747
O1 0.7384 0.3551 3.7524
O2 0.9181 1.4990 1.7937
C1 0.7720 3.2185 -1.8347
C2 3.9091 2.3635 -0.0274
C3 -1.8984 -5.2633 0.8617
C4 3.2901 0.6177 -2.5182
C5 0.5051 1.4189 -3.6980
C6 0.1162 -2.0071 -2.3792
C7 1.1159 1.9759 -2.4553
C8 0.9671 -2.0921 0.0477
C9 -1.3619 -1.5735 -1.9648
C10 1.1324 -2.2822 -1.2851
C11 -5.1173 -0.7106 1.5799
C12 2.6219 2.3883 -0.7623
C13 -1.2333 -1.0984 1.2784
C14 -0.5657 3.8268 -1.9385
C15 -0.2712 -2.2625 0.8908
C16 5.1629 2.8923 3.8286
C17 2.7453 3.0832 3.6558
C18 2.3316 1.5693 -1.8878
C19 1.3470 1.1128 3.0351
C20 -3.1444 -4.4734 -1.6643
C21 1.7644 3.5168 -0.8206
C22 -3.7505 -3.0977 0.8393
C23 -2.2963 -0.6459 0.2774
C24 3.8267 0.9107 3.3809
C25 2.6656 1.7139 3.3818
C26 -1.8414 -0.5613 -1.1217
C27 3.9934 3.6618 3.8869
C28 -4.9897 -1.3644 -1.2072
C29 5.0669 1.5028 3.6393
C30 1.6762 4.5127 0.2997
H1 1.0513 0.5220 -4.0275
H2 1.8083 -1.7329 0.6672
H3 -0.9470 -5.6742 0.4853
H4 0.5513 2.1304 -4.5388
H5 -2.7063 -6.0021 0.7717
H6 3.7673 2.2741 1.0533
H7 -1.3040 3.1562 -2.3872
H8 -4.3887 -1.4254 -2.1030
H9 -0.5479 1.1515 -3.5377
H10 2.3731 5.3383 0.1930
H11 -3.4287 -3.0325 1.8885
H12 0.0195 -2.9544 -2.9264
H13 -2.0994 0.4084 -1.5555
H14 -0.6117 4.7285 -2.5420
H15 4.5353 1.5022 -0.3136
H16 -1.7739 -1.3805 2.1682
H17 1.8357 3.6899 3.6767
H18 -1.7497 -2.5339 -1.5979
H19 2.8163 -0.1700 -3.1131
H20 -2.6929 0.3125 0.6099
H21 -4.6845 -3.6691 0.6873
H22 -0.9580 4.1562 -0.9354
H23 -0.6304 -0.2974 1.6543
H24 4.4813 3.2847 -0.2245
H25 0.0698 -2.8012 1.8141
H26 -5.5792 0.2409 1.2628
H27 3.9479 1.1663 -3.2073
H28 -5.7003 -2.2001 -1.1884
H29 5.9668 0.8967 3.5667
H30 6.1462 3.3423 4.0354
H31 -3.8540 -5.2532 -1.3522
H32 2.1402 -2.4571 -1.6499
H33 -4.5704 -0.5216 2.5199
H34 3.9364 0.1131 -1.7980
H35 1.9468 4.0409 1.2724
H36 -2.3606 -4.9047 -2.3107
H37 -1.7837 -4.9480 1.9117
H38 0.6678 4.9783 0.4003
H39 4.0699 4.7481 4.0235
H40 -5.5413 -0.4327 -1.2940
H41 -5.9020 -1.4777 1.7500
H42 -0.8340 -3.0305 0.2918
H43 -1.8788 -1.4029 -2.9173
H44 0.4655 -1.2640 -3.0769
H45 -3.6725 -3.6840 -2.2265

Force components x, y, z for each atom (eV/Å):
0.79 -1.59 -2.94
0.18 -0.07 0.14
0.35 -1.92 -1.79
1.18 -3.66 2.53
0.31 1.08 -1.46
-0.35 -0.17 1.02
0.15 -0.37 0.25
0.67 -0.31 0.52
-0.68 -0.08 -0.04
0.12 -0.62 0.03
-0.19 -0.28 -0.27
-0.85 -1.04 1.08
-0.08 1.06 0.28
0.52 1.18 -0.09
0.77 -2.59 -2.33
-0.42 1.52 1.05
-0.30 0.68 0.13
0.67 0.04 -1.12
-0.30 -1.91 0.54
-0.55 0.41 -0.15
0.10 -0.47 -0.11
-0.35 -0.46 0.68
0.41 -0.28 -0.06
0.24 -0.38 0.68
0.04 -1.15 1.37
-0.86 -0.51 0.66
-1.12 -0.38 0.20
-1.76 0.79 -0.43
-0.51 0.72 -0.52
-0.32 1.20 -0.04
0.54 -0.05 0.08
0.73 4.77 1.37
0.29 0.41 -0.39
-0.40 0.44 -0.89
-0.08 0.23 -0.54
-0.25 0.10 0.38
-0.34 0.34 0.18
0.24 -1.15 -0.53
-0.43 0.22 0.13
-0.02 -0.08 0.40
0.42 -0.16 0.33
0.04 0.17 -0.01
0.12 -0.11 0.18
0.33 -0.21 -0.16
0.21 0.00 -0.12
0.01 0.33 -0.08
-0.35 -0.11 -0.21
-0.32 0.33 -0.34
-0.28 -0.35 -0.31
0.07 0.41 0.17
-0.31 0.42 0.05
-0.13 -0.53 0.71
0.29 -0.17 0.06
0.01 0.43 -0.01
-0.08 0.21 0.17
0.83 0.75 -0.13
0.14 0.19 0.63
-0.18 0.01 -0.09
0.11 0.98 -0.36
-0.16 -0.31 0.09
-0.32 0.75 -0.53
0.03 -0.40 0.20
-0.13 0.03 0.16
0.19 0.18 0.15
-0.16 0.09 0.17
-0.61 -0.22 -0.27
-0.02 0.00 -0.65
0.11 0.46 -0.01
-0.14 -0.25 -0.42
-0.10 0.11 0.01
-0.02 0.24 -0.38
-0.28 0.20 0.41
0.04 -0.26 -0.36
0.32 -0.03 -0.09
-0.06 -0.54 0.13
-0.22 0.12 0.04
0.41 0.53 -0.08
0.94 1.33 1.20
0.33 -0.12 -0.34
0.57 0.19 -0.08
0.23 -0.38 0.22